[1]
This record from the Open Molecules 2025 dataset describes a structure of composition C21H43N2OP3STc. The level of theory is the ωB97M-V functional and the def2-TZVPD basis.

Last column: Löwdin spin population.
Atoms and positions in Å:
Tc (-0.181, -0.001, 0.199)  1.621
P (0.091, 1.077, 2.171)  0.010
P (-0.178, -2.115, 0.697)  0.048
P (-2.235, 1.012, 0.016)  0.040
H (1.437, 1.829, -2.349)  0.000
C (0.789, 2.547, -1.811)  -0.004
C (1.097, 2.961, -0.585)  -0.001
H (1.991, 2.577, -0.059)  0.000
C (1.729, 1.342, 2.931)  0.002
C (-0.693, 0.132, 3.531)  0.030
C (-0.637, 2.723, 2.502)  -0.007
C (0.404, -3.097, -0.693)  0.001
C (0.862, -2.627, 2.074)  0.002
C (-1.838, -2.683, 1.039)  0.041
C (-2.351, 2.798, -0.335)  -0.003
C (-3.391, 0.639, 1.415)  0.027
C (-3.330, 0.354, -1.295)  0.020
H (-0.220, 2.664, -2.248)  0.000
H (0.419, 3.584, 0.013)  0.000
H (2.351, 2.002, 2.320)  0.000
H (2.241, 0.395, 3.112)  0.000
H (1.578, 1.833, 3.898)  -0.001
H (-0.232, -0.854, 3.646)  0.000
H (-1.764, 0.003, 3.359)  0.000
H (-0.541, 0.725, 4.441)  0.004
H (-0.306, 3.468, 1.775)  0.000
H (-0.286, 3.034, 3.493)  -0.001
H (-1.730, 2.692, 2.525)  0.000
H (-0.488, -3.414, -1.234)  0.001
H (0.912, -3.982, -0.317)  -0.001
H (1.124, -2.557, -1.324)  0.000
H (0.215, -3.136, 2.808)  0.000
H (1.393, -1.787, 2.546)  -0.001
H (1.632, -3.291, 1.663)  0.000
H (-1.745, -3.767, 1.213)  0.006
H (-2.515, -2.459, 0.196)  0.001
H (-2.243, -2.181, 1.932)  0.000
H (-3.350, 3.009, -0.749)  -0.001
H (-1.585, 3.101, -1.059)  0.000
H (-2.216, 3.405, 0.571)  0.000
H (-4.409, 0.852, 1.064)  0.004
H (-3.185, 1.226, 2.315)  0.000
H (-3.338, -0.426, 1.670)  0.001
H (-4.317, 0.778, -1.096)  0.003
H (-3.389, -0.732, -1.236)  0.000
H (-2.982, 0.642, -2.290)  0.001
C (-1.053, -1.120, -3.435)  0.029
C (-1.021, -2.524, -3.559)  0.304
C (-1.749, -3.187, -4.529)  0.122
C (-2.569, -2.462, -5.366)  0.040
C (-2.619, -1.075, -5.283)  0.299
C (-1.900, -0.386, -4.299)  0.185
O (-0.224, -0.519, -2.528)  0.023
H (-0.677, -0.654, -1.420)  0.009
H (-0.342, -3.058, -2.939)  0.013
H (-1.630, -4.256, -4.586)  0.002
H (-3.160, -2.969, -6.105)  -0.001
H (-3.236, -0.513, -5.998)  0.009
H (-1.941, 0.714, -4.217)  0.004
C (4.559, 2.067, -0.243)  0.001
N (4.465, 0.918, 0.666)  0.009
C (5.304, 0.731, 1.761)  0.007
C (4.925, -0.441, 2.353)  0.009
N (3.837, -0.930, 1.629)  0.007
C (3.557, -0.082, 0.581)  0.007
S (2.347, -0.215, -0.610)  0.075
H (4.258, 1.725, -1.232)  0.000
H (3.905, 2.873, 0.095)  0.000
H (5.594, 2.411, -0.234)  0.000
H (6.086, 1.424, 2.014)  0.000
H (5.356, -0.970, 3.214)  0.000
H (3.339, -1.798, 1.816)  0.000

Results
* HOMO-LUMO gap (spin up / spin down): 5.45 / 3.88 eV
* HOMO level (spin up / spin down): -19.48 / -19.55 eV
* energy above the lowest of the compared OMol25 structures with the same formula, charge and spin: 4.402 eV
* total energy: -2512.11984 Ha
* multiplicity: 4
* total charge: +4
* ⟨S²⟩: 3.789



[2]
This record from the Open Molecules 2025 dataset describes the ion C21H43N2OS3 with charge +1. The level of theory is the ωB97M-V functional and the def2-TZVPD basis.

Last column: natural (NBO) charge in e.
Atoms and positions in Å:
C (6.779, 3.583, 1.479)  -0.616
C (6.817, 2.127, 1.954)  -0.393
C (5.579, 1.333, 1.532)  -0.399
C (5.558, 0.995, 0.026)  -0.403
C (4.414, 1.671, -0.743)  -0.399
C (4.145, 1.054, -2.132)  -0.403
C (2.694, 0.592, -2.356)  -0.395
C (2.511, -0.920, -2.171)  -0.392
C (1.102, -1.296, -1.714)  -0.422
C (0.950, -2.815, -1.663)  -0.540
S (-0.382, -3.492, -0.652)  0.878
C (0.152, -3.419, 1.070)  -0.538
C (0.576, -2.087, 1.684)  -0.438
C (2.096, -1.864, 1.659)  -0.215
N (2.476, -0.458, 1.585)  -0.828
C (-1.733, -2.314, -0.758)  -0.556
C (-3.048, -2.969, -0.303)  -0.430
C (-3.891, -1.998, 0.518)  -0.525
S (-4.651, -0.805, -0.607)  0.210
C (-5.714, 0.088, 0.544)  -0.058
S (-5.307, 0.273, 2.115)  -0.078
N (-6.847, 0.531, -0.077)  -0.442
C (-6.648, 1.368, -1.285)  -0.246
C (-6.898, 2.864, -1.043)  -0.083
O (-8.017, 3.131, -0.235)  -0.511
C (-7.891, 2.481, 1.017)  -0.091
C (-7.944, 0.987, 0.785)  -0.255
H (7.174, 3.694, 0.468)  0.203
H (7.377, 4.227, 2.124)  0.220
H (5.759, 3.973, 1.490)  0.198
H (7.696, 1.637, 1.527)  0.197
H (6.924, 2.089, 3.039)  0.207
H (4.689, 1.918, 1.787)  0.195
H (5.524, 0.418, 2.124)  0.209
H (6.505, 1.312, -0.419)  0.211
H (5.478, -0.089, -0.110)  0.185
H (3.506, 1.652, -0.133)  0.180
H (4.670, 2.725, -0.872)  0.219
H (4.412, 1.774, -2.905)  0.219
H (4.816, 0.202, -2.276)  0.200
H (2.018, 1.137, -1.690)  0.196
H (2.397, 0.849, -3.375)  0.215
H (2.726, -1.425, -3.117)  0.213
H (3.243, -1.308, -1.453)  0.195
H (0.911, -0.843, -0.740)  0.211
H (0.384, -0.888, -2.429)  0.221
H (1.851, -3.294, -1.272)  0.253
H (0.762, -3.233, -2.653)  0.258
H (0.942, -4.171, 1.132)  0.260
H (-0.715, -3.837, 1.586)  0.257
H (0.060, -1.240, 1.225)  0.209
H (0.233, -2.117, 2.719)  0.245
H (2.539, -2.439, 0.837)  0.164
H (2.510, -2.293, 2.576)  0.204
H (1.684, 0.151, 1.416)  0.357
H (3.152, -0.278, 0.854)  0.372
H (-1.766, -1.995, -1.799)  0.263
H (-1.499, -1.449, -0.136)  0.248
H (-3.594, -3.338, -1.171)  0.241
H (-2.845, -3.842, 0.324)  0.222
H (-3.274, -1.477, 1.252)  0.230
H (-4.676, -2.525, 1.056)  0.247
H (-7.264, 0.996, -2.106)  0.212
H (-5.607, 1.265, -1.593)  0.213
H (-7.105, 3.326, -2.008)  0.210
H (-5.999, 3.339, -0.628)  0.168
H (-8.716, 2.806, 1.650)  0.210
H (-6.947, 2.768, 1.496)  0.180
H (-7.935, 0.424, 1.715)  0.236
H (-8.874, 0.758, 0.259)  0.216

Results
* HOMO-LUMO gap: 8.36 eV
* HOMO level: -10.75 eV
* total energy: -2204.98599 Ha
* total charge: +1



[3]
This record from the Open Molecules 2025 dataset describes a cluster of 6 separate species, C21H43N3O9 in total. The level of theory is the ωB97M-V functional and the def2-TZVPD basis.

Last column: Löwdin charge in e.
Atoms and positions in Å:
C (26.490, -15.307, 7.490)  -0.078
O (25.313, -15.587, 6.787)  -0.009
C (24.177, -15.846, 7.535)  -0.478
O (24.056, -15.706, 8.798)  0.052
O (23.148, -16.097, 6.732)  0.004
C (21.945, -16.345, 7.332)  -0.088
H (26.388, -14.725, 8.407)  0.101
H (27.106, -14.794, 6.752)  0.093
H (27.188, -16.141, 7.558)  0.092
H (21.201, -16.583, 6.571)  0.093
H (21.553, -15.455, 7.825)  0.110
H (21.974, -17.325, 7.807)  0.108
C (14.924, -15.321, 13.752)  -0.097
O (15.502, -14.877, 12.501)  -0.180
C (14.664, -14.016, 11.722)  -0.193
C (15.320, -13.529, 10.437)  -0.237
O (14.430, -12.563, 9.998)  -0.133
C (14.891, -11.631, 9.013)  -0.207
C (13.797, -10.761, 8.698)  -0.210
O (13.248, -10.182, 9.887)  -0.166
C (13.727, -8.928, 10.320)  -0.105
H (13.863, -15.568, 13.724)  0.081
H (15.079, -14.593, 14.548)  0.079
H (15.418, -16.236, 14.080)  0.079
H (14.496, -13.066, 12.228)  0.132
H (13.788, -14.494, 11.282)  0.132
H (15.395, -14.412, 9.802)  0.121
H (16.363, -13.219, 10.499)  0.128
H (15.393, -12.106, 8.170)  0.137
H (15.687, -11.101, 9.537)  0.126
H (13.093, -11.296, 8.061)  0.135
H (14.211, -9.988, 8.051)  0.129
H (14.800, -8.963, 10.135)  0.075
H (13.648, -8.778, 11.397)  0.091
H (13.391, -8.055, 9.761)  0.084
C (8.802, -14.287, 5.092)  -0.184
O (9.722, -14.626, 6.046)  -0.157
C (9.621, -16.099, 6.258)  -0.142
C (10.985, -16.782, 6.603)  -0.139
O (10.712, -18.232, 6.732)  -0.148
C (11.862, -19.039, 6.925)  -0.232
C (12.177, -19.770, 5.619)  -0.148
O (12.537, -18.839, 4.520)  -0.178
C (13.820, -18.260, 4.635)  -0.126
H (8.995, -13.215, 5.082)  0.094
H (7.735, -14.424, 5.269)  0.085
H (8.932, -14.778, 4.127)  0.087
H (9.183, -16.668, 5.439)  0.117
H (8.947, -16.395, 7.062)  0.118
H (11.595, -16.294, 7.363)  0.121
H (11.673, -16.674, 5.765)  0.098
H (11.442, -19.771, 7.616)  0.122
H (12.703, -18.615, 7.475)  0.123
H (11.170, -20.181, 5.546)  0.120
H (12.851, -20.580, 5.898)  0.120
H (13.767, -17.428, 5.337)  0.075
H (14.136, -18.014, 3.622)  0.090
H (14.633, -18.901, 4.977)  0.083
C (32.220, -18.022, 10.822)  -0.072
C (32.254, -16.609, 10.505)  -0.310
N (32.216, -15.475, 10.321)  0.127
H (31.468, -18.186, 11.594)  0.084
H (33.172, -18.361, 11.232)  0.086
H (31.863, -18.379, 9.856)  0.086
C (36.229, -12.943, 4.412)  -0.090
C (34.871, -13.313, 4.538)  -0.304
N (33.748, -13.638, 4.606)  0.128
H (36.471, -13.419, 3.462)  0.089
H (36.925, -13.391, 5.121)  0.087
H (36.403, -11.868, 4.466)  0.090
C (26.968, -11.848, 13.172)  -0.070
C (27.177, -10.829, 12.185)  -0.325
N (27.416, -10.017, 11.418)  0.129
H (27.084, -11.263, 14.084)  0.089
H (27.747, -12.605, 13.083)  0.089
H (25.979, -12.234, 12.924)  0.089

Results
* HOMO-LUMO gap: 10.08 eV
* HOMO level: -9.53 eV
* energy above the lowest of the compared OMol25 structures with the same formula, charge and spin: 3.970 eV
* total energy: -1667.07305 Ha
* SMILES: COC(=O)OC.COCCOCCOC.COCCOCCOC.CC#N.CC#N.CC#N